(1)
Computed, not measured: a structure of composition C6H7CuO6 in a non-equilibrium geometry, with ωB97M-V/def2-TZVPD.

For the HOMO energy (spin up / spin down), the calculation gives -0.53758 / -0.53637 Eh. The spin multiplicity is 2. Its expectation value of S² is 0.7544. Its total charge is +1.

CARTESIAN COORDINATES (ANGSTROEM)
Cu 0.0109 2.9084 -0.1273
O 0.1300 1.6119 -1.6049
O -0.7882 -0.1369 -2.5457
O -1.4133 1.9103 -3.2229
C -0.7734 1.1827 -2.5275
C 0.2657 -0.7160 -1.7640
C 0.8176 0.4122 -0.8951
H -0.1783 -1.5189 -1.1669
H 1.0345 -1.0822 -2.4519
H 1.9030 0.5155 -0.9912
O 0.7393 1.7004 0.9311
O -0.9197 0.0994 0.7978
C -1.0081 -0.9523 1.7555
C 0.3888 -0.9764 2.3591
O 1.1870 -0.5258 1.2702
C 0.4368 0.4334 0.5900
H -1.7910 -0.7083 2.4826
H -1.2480 -1.8975 1.2459
H 0.7272 -1.9747 2.6542
H 0.4791 -0.2853 3.2111

natural (NBO) population analysis, charges in e, atoms 1 to 6: 1.3716 -0.6506 -0.4410 -0.5148 0.9748 -0.1094


(2)
Computed, not measured: a structure of composition C6H7F3IN in a non-equilibrium geometry, with ωB97M-V/def2-TZVPD.

For the HOMO energy, the calculation gives -0.35627 Eh.

CARTESIAN COORDINATES (ANGSTROEM)
C -0.0588 0.9800 -1.5345
C 0.5067 -0.3923 0.9811
C -0.8160 0.3419 0.6572
C 1.2597 1.4769 -0.9843
C 1.6969 0.4809 0.5838
C 1.1289 2.9352 -0.5726
N -0.9730 0.4853 -0.8158
F 0.5700 3.6972 -1.5863
F 0.3481 3.1799 0.4961
F 2.2944 3.4781 -0.3632
I 3.4627 -0.5462 0.3668
H -0.3204 0.9566 -2.5539
H 0.5185 -0.5561 1.9981
H 0.5552 -1.3250 0.3798
H -1.7724 -0.1986 0.9760
H -0.7061 1.3726 1.0039
H 2.2265 1.2458 -1.5783
H 1.7914 1.3222 1.3869

natural (NBO) population analysis, charges in e, atoms 1 to 6: 0.0701 -0.4702 -0.2686 -0.3614 -0.3566 0.9628


(3)
Computed, not measured: an isolated molecule of C6H7FO in a non-equilibrium geometry, with ωB97M-V/def2-TZVPD.

For the HOMO energy, the calculation gives -0.31307 Eh. As for the SMILES: Cc1ccc(CF)o1.

CARTESIAN COORDINATES (ANGSTROEM)
C -2.7861 -0.5443 0.1271
C -1.5399 0.2354 0.0821
C -0.9268 1.3502 0.0424
C 0.4358 1.1017 -0.1733
C 0.5105 -0.2308 -0.2529
C 1.8201 -0.8581 -0.0300
F 2.7551 0.1687 0.2502
O -0.6403 -0.8644 -0.1467
H -3.0539 -0.6424 1.2236
H -3.6490 0.1196 -0.3608
H -2.7402 -1.7858 -0.3096
H -1.2174 2.5446 -0.0727
H 1.3963 1.7895 -0.2352
H 2.1181 -1.5069 0.8790
H 2.3907 -1.4456 -0.9748

natural (NBO) population analysis, charges in e, atoms 1 to 6: -0.6480 0.2281 -0.2945 -0.2952 0.1949 0.0171